*1*
Below is C36H34N8O4SY as an isolated structure, with properties calculated with the ωB97M-V functional and the def2-TZVPD basis.

ORCA input file:
```
! wB97M-V def2-TZVPD RIJCOSX def2/J DEFGRID3
* xyz 1 1
Y 0.05 0.06 0.01
S -0.19 -6.96 -0.11
O 0.49 -0.01 2.10
O -0.03 2.29 -0.04
O 0.43 -0.15 -2.07
O -1.69 3.81 0.13
N -2.39 -0.07 0.02
N -0.15 5.86 0.20
N -7.41 -0.56 -0.98
N 0.01 -2.41 -0.01
N -7.31 0.46 1.01
N -4.01 -7.11 -2.62
N 2.24 0.23 0.13
N 2.69 0.45 1.47
C -9.81 0.64 1.33
C 4.45 1.01 -0.50
C 2.74 0.81 6.48
C -6.63 -0.05 0.02
C 2.12 0.46 3.79
C -9.94 -0.66 -1.20
C -11.08 -0.30 -0.51
C 1.42 0.76 6.07
C -0.63 -3.09 0.95
C -0.69 -4.47 0.97
C 3.75 0.67 5.54
C -5.15 -0.07 -0.01
C -8.73 -0.35 -0.59
C 1.51 0.07 -2.77
C 1.32 0.00 -4.26
C -3.05 -0.59 -1.01
C 3.07 0.51 -0.82
C 0.62 -4.48 -1.03
C -4.05 -7.08 -1.29
C -2.92 -7.04 -0.48
C 1.75 0.29 2.35
C 2.73 0.36 -2.23
C -1.61 -7.10 -2.47
C -8.64 0.28 0.64
C -4.43 -0.61 -1.06
C -0.08 -5.18 -0.05
C 1.10 0.58 4.73
C -2.80 -7.13 -3.19
C -11.02 0.34 0.74
C -4.46 0.48 1.06
C -3.08 0.46 1.04
C 3.45 0.50 4.20
C -1.67 -7.04 -1.09
C 0.64 -3.10 -0.97
C -0.51 3.46 0.02
C 0.55 4.53 0.06
H 2.25 0.05 -4.81
H 4.79 0.70 5.85
H -9.75 1.13 2.29
H -1.09 -2.50 1.73
H -0.66 -7.12 -2.98
H -2.46 -1.00 -1.82
H 4.97 1.30 -1.41
H -0.81 5.98 -0.58
H -4.91 -1.05 -1.93
H -2.77 -7.18 -4.27
H 1.14 4.56 -0.86
H 2.99 0.94 7.52
H 1.21 4.41 0.92
H 0.62 0.86 6.80
H -11.94 0.60 1.25
H -3.01 -7.02 0.59
H 1.16 -2.51 -1.72
H -12.05 -0.52 -0.94
H -0.75 5.84 1.02
H 0.67 0.82 -4.58
H -5.00 0.92 1.89
H -1.22 -4.98 1.76
H -10.00 -1.16 -2.16
H -5.04 -7.08 -0.84
H 3.54 0.54 -2.92
H 4.41 1.84 0.20
H 5.03 0.23 0.00
H -2.51 0.88 1.85
H 1.13 -5.00 -1.82
H 0.80 -0.93 -4.51
H -7.10 -0.99 -1.82
H 0.07 0.52 4.41
H 0.49 6.65 0.24
H 4.23 0.40 3.45
*
```

Results
E_LUMO in eV: -2.7

And the Löwdin charges, in e, turn out to be: 1.463 1.001 -0.217 -0.109 -0.230 0.050 -0.040 0.186 0.169 -0.018 0.186 0.067 -0.089 0.091 -0.011 -0.032 -0.086 -0.288 -0.158 -0.017 -0.082 -0.080 -0.108 -0.052 -0.078 -0.110 -0.188 -0.466 -0.022 -0.107 -0.307 -0.047 -0.137 -0.080 -0.443 -0.018 -0.080 -0.219 0.009 -0.495 -0.033 -0.135 -0.081 0.020 -0.098 -0.033 -0.525 -0.093 -0.645 -0.038 0.081 0.103 0.114 0.116 0.106 0.117 0.074 0.169 0.112 0.109 0.143 0.103 0.146 0.102 0.103 0.106 0.110 0.105 0.168 0.090 0.121 0.115 0.110 0.109 0.097 0.078 0.092 0.121 0.115 0.086 0.151 0.105 0.171 0.107

***

*2*
Below is C36H34N8O4SY as an isolated structure, with properties calculated with the ωB97M-V functional and the def2-TZVPD basis.

ORCA input file:
```
! wB97M-V def2-TZVPD RIJCOSX def2/J DEFGRID3
* xyz 1 1
Y -0.64 -1.58 0.53
S 2.05 -2.74 -5.90
O -1.31 -3.61 0.47
O 1.76 -2.02 0.47
O 3.75 -2.97 0.52
O -1.21 -0.72 2.43
N 1.75 5.05 2.78
N 4.94 -1.27 -1.02
N -0.08 5.84 1.76
N -2.85 -1.29 0.57
N 2.27 -7.29 -6.23
N 0.15 0.88 0.38
N -3.20 -0.18 1.37
N -0.08 -1.97 -1.96
C 1.02 -3.52 -3.42
C 1.55 6.37 3.15
C 2.12 -4.51 -6.02
C -3.62 1.93 3.21
C -0.55 1.92 -0.10
C -2.46 1.16 3.22
C -3.51 -3.38 -0.36
C 1.06 -5.24 -6.54
C 1.85 8.46 4.23
C 1.24 -2.52 -4.36
C -2.30 0.01 2.29
C 2.93 -2.04 0.12
C 2.29 7.17 4.02
C -2.25 -5.54 -0.54
C -2.67 3.37 4.89
C 1.07 1.13 1.33
C 0.13 -1.01 -2.87
C 3.29 -6.58 -5.75
C 0.77 -1.23 -4.07
C -0.06 8.17 2.74
C 0.69 8.95 3.60
C 3.26 -5.19 -5.63
C 3.52 -1.01 -0.83
C 1.19 -6.62 -6.61
C -5.25 -1.73 0.41
C 0.77 4.78 1.96
C 0.35 -3.20 -2.25
C -2.36 -4.10 -0.13
C -3.81 -2.09 0.19
C -1.41 1.49 4.07
C -0.37 3.21 0.36
C 1.32 2.39 1.82
C -1.52 2.60 4.90
C 0.57 3.46 1.35
C -3.72 3.03 4.04
C 0.40 6.88 2.54
H 5.18 -1.43 -1.99
H -3.19 -6.07 -0.43
H -0.70 2.86 5.56
H -0.99 3.99 -0.06
H 0.90 -0.42 -4.77
H -0.95 8.55 2.26
H 2.06 2.54 2.60
H 3.18 6.80 4.51
H 4.17 -7.13 -5.45
H -1.95 -5.62 -1.59
H 0.38 9.97 3.80
H -4.34 -3.91 -0.81
H 3.31 -0.03 -0.41
H -4.63 3.62 4.04
H -1.30 1.70 -0.84
H 0.16 -3.96 -1.50
H 2.40 9.11 4.90
H -5.53 -1.99 1.43
H 0.16 -4.75 -6.88
H -0.52 0.87 4.09
H -0.22 -0.02 -2.62
H 0.37 -7.22 -7.01
H -1.48 -6.02 0.07
H -5.40 -0.66 0.30
H -0.94 5.84 1.24
H -4.43 1.66 2.55
H 1.56 0.26 1.75
H 4.62 -2.77 0.08
H 4.12 -4.66 -5.24
H 1.35 -4.54 -3.58
H -2.75 4.23 5.54
H -5.89 -2.29 -0.27
H 5.52 -0.54 -0.66
H 2.95 -1.08 -1.75
*
```

Results
E_LUMO in eV: -2.7

And the Löwdin charges, in e, turn out to be: 1.600 1.046 -0.226 -0.032 0.174 -0.207 0.187 0.027 0.175 -0.104 0.078 -0.019 0.084 -0.017 -0.037 -0.221 -0.548 -0.031 -0.116 -0.155 -0.023 -0.072 -0.083 -0.502 -0.466 -0.492 -0.010 -0.019 -0.084 -0.143 -0.128 -0.129 -0.085 -0.017 -0.081 -0.084 -0.134 -0.125 -0.021 -0.288 -0.120 -0.447 -0.309 -0.035 0.016 0.015 -0.075 -0.112 -0.078 -0.189 0.097 0.086 0.106 0.115 0.113 0.111 0.122 0.114 0.113 0.084 0.105 0.108 0.130 0.104 0.116 0.109 0.104 0.100 0.113 0.109 0.107 0.114 0.087 0.075 0.154 0.107 0.107 0.120 0.106 0.114 0.104 0.080 0.101 0.126

***

Verdict on stability: *1* comes out at the bottom.

***

*1*
Below is an isolated ion of composition CH2F3N2 and charge +1, with properties calculated with the ωB97M-V functional and the def2-TZVPD basis.

ORCA input file:
```
! wB97M-V def2-TZVPD RIJCOSX def2/J DEFGRID3
* xyz 1 1
F -1.76 -0.31 1.31
F 0.10 1.37 1.04
F -1.32 -1.36 -0.40
N 1.15 0.08 -0.44
N -1.40 -0.10 0.06
C 0.07 0.49 0.11
H 2.14 0.52 -0.49
H 1.02 -0.68 -1.18
*
```

Results
SMILES: NC(F)=[N+](F)F
E_LUMO in eV: -6.2

And the Löwdin charges, in e, turn out to be: 0.102 0.262 0.065 0.319 0.008 -0.191 0.233 0.201

***

*2*
Below is an isolated ion of composition CH2F3N2 and charge +1, with properties calculated with the ωB97M-V functional and the def2-TZVPD basis.

ORCA input file:
```
! wB97M-V def2-TZVPD RIJCOSX def2/J DEFGRID3
* xyz 1 1
F 2.48 0.10 -0.18
F 0.23 1.65 0.09
F 1.07 -1.69 0.06
N 1.02 -0.41 0.15
N -1.32 0.03 -0.09
C -0.07 0.40 -0.05
H -1.53 -0.94 -0.06
H -1.88 0.86 0.08
*
```

Results
SMILES: NC(F)=[N+](F)F
E_LUMO in eV: -7.0

And the Löwdin charges, in e, turn out to be: 0.086 0.257 0.183 0.088 0.328 -0.277 0.157 0.177

***

Verdict on stability: *2* comes out at the bottom.

***

*1*
Below is an isolated molecule of CH3NO3, with properties calculated with the ωB97M-V functional and the def2-TZVPD basis.

ORCA input file:
```
! wB97M-V def2-TZVPD RIJCOSX def2/J DEFGRID3
* xyz 0 1
O -0.03 -1.76 -0.33
O -0.15 0.57 -0.09
O -0.87 -0.41 -1.92
N 0.23 1.45 1.32
C -0.30 -0.56 -0.90
H 0.91 0.71 1.82
H -0.49 -2.36 -0.84
H 0.70 2.34 0.94
*
```

Results
SMILES: NOC(=O)O
E_LUMO in eV: -0.7

And the Löwdin charges, in e, turn out to be: 0.148 -0.103 0.153 0.126 -0.606 0.119 0.068 0.095

***

*2*
Below is an isolated molecule of CH3NO3, with properties calculated with the ωB97M-V functional and the def2-TZVPD basis.

ORCA input file:
```
! wB97M-V def2-TZVPD RIJCOSX def2/J DEFGRID3
* xyz 0 1
O -0.39 1.35 -1.56
O -0.16 -1.23 0.70
O -1.29 1.07 0.35
N -0.46 0.87 -0.48
C 0.49 -0.34 -0.06
H 0.83 -0.96 -0.82
H -0.39 -0.77 1.53
H 1.38 0.01 0.35
*
```

Results
SMILES: O=[N+]([O-])CO
E_LUMO in eV: 0.5

And the Löwdin charges, in e, turn out to be: 0.105 0.011 0.082 -0.379 -0.167 0.115 0.118 0.115

***

*3*
Below is CH3NO3 as an isolated structure, with properties calculated with the ωB97M-V functional and the def2-TZVPD basis.

ORCA input file:
```
! wB97M-V def2-TZVPD RIJCOSX def2/J DEFGRID3
* xyz 0 1
O 1.43 -0.60 0.20
O -1.76 0.76 -0.66
O 0.24 1.64 -0.08
N -0.56 0.72 -0.30
C 0.01 -0.60 -0.11
H -0.50 -0.87 1.19
H 1.57 0.38 0.45
H -0.42 -1.44 -0.68
*
```

Results
E_LUMO in eV: -0.8

And the Löwdin charges, in e, turn out to be: -0.079 0.069 0.065 -0.386 -0.142 0.231 0.110 0.132

***

*4*
Below is a 2-piece molecular cluster, CH3NO3 overall, with properties calculated with the ωB97M-V functional and the def2-TZVPD basis.

ORCA input file:
```
! wB97M-V def2-TZVPD RIJCOSX def2/J DEFGRID3
* xyz 0 1
O -0.91 0.34 0.03
O -1.30 -1.06 1.88
O -1.98 -1.69 0.84
N -0.88 -0.79 0.55
C 1.29 0.84 -0.78
H 1.92 0.17 -0.24
H 1.17 0.50 -1.82
H 0.70 1.68 -0.45
*
```

Results
E_LUMO (spin up / spin down) in eV: -0.2 / -2.5

And the Löwdin charges, in e, turn out to be: 0.022 -0.006 0.008 -0.182 0.126 0.006 0.017 0.008

***

Verdict on stability: *4* comes out at the bottom.